A molecular structure, C24H51BGeN8NiSbSe at a distorted geometry, computed with the ωB97M-V functional and the def2-TZVPD basis.

Positions of all 88 atoms, in Å:
C -4.991992 -3.293115 -1.876314
H 3.851208 0.177785 0.382286
C 1.062708 -3.655515 -1.513514
N -0.711692 2.584385 -0.013314
H -3.132692 4.380885 1.237686
H 4.271208 -3.011715 0.470686
H 4.992308 -1.844315 -2.913314
Sb 1.436708 -1.594815 -0.834314
C 0.181808 -4.460315 -0.577014
N -0.078992 3.687185 0.393486
H 4.144308 -3.006915 -1.903514
C 3.417308 3.236885 1.375286
H 1.294208 1.880285 -4.110814
H 1.663208 5.089285 0.258586
C 3.410008 -3.297315 1.068086
H 0.831108 -0.304215 4.049986
H 2.643808 -1.397915 -3.225814
H 5.137208 1.977385 1.945386
H 3.540608 4.198085 1.827786
C -5.143192 -0.118715 -1.320614
C 1.782408 3.978785 -3.683414
H 0.634708 -3.634915 -2.515914
Ge -4.060092 -1.751715 -1.050414
H -4.302692 -1.962815 1.507086
H -2.788792 -1.138015 3.458586
C -2.210092 3.964985 0.890486
H -1.543492 2.427985 3.299886
H -2.572092 -1.763215 -3.146014
C 3.546708 1.178685 0.631486
H -5.383592 -0.010415 -2.375114
H -5.190592 -3.105015 -2.928214
N 0.248308 0.519985 1.535086
H -2.639092 -1.526115 1.094886
H 0.093008 2.035085 3.861086
H 0.579008 1.386385 1.987386
C 1.790408 4.608485 -2.457614
H -3.328092 0.538585 3.336586
H 3.252708 -0.090215 -2.198314
C 1.397208 2.673085 -3.397314
H -1.714592 0.755485 1.577786
H 0.187808 -5.508715 -0.877614
H -1.599192 -2.239315 -1.749414
C 4.347108 -1.944815 -2.039814
N 2.357308 2.970985 0.600586
Se -1.511692 0.234185 -2.150414
H -0.849692 -4.108115 -0.589914
C -1.183092 0.294985 3.487386
H -0.273292 -1.306315 -3.701514
H -0.295692 -1.646615 3.777286
H 1.469708 -2.584315 1.650986
C -0.958792 1.750785 3.925486
C 3.065308 -1.164315 -2.245914
C 2.337408 -2.224715 1.092686
H -0.976292 0.072885 -4.603014
H -0.637292 5.486385 1.322886
H 2.047308 -4.116715 -1.581414
H -6.077192 -0.194815 -0.772014
C -0.441192 -0.230915 -3.705514
H -4.622992 0.777285 -0.997714
N 1.180908 2.529185 -2.089914
C 4.210608 2.109385 1.427986
H 2.015808 4.403785 -4.638014
H 2.717508 -1.336115 1.598086
H -5.945792 -3.441915 -1.378614
H 2.023308 5.623185 -2.204314
C -2.002492 2.734685 0.270186
C -0.194192 -0.642815 4.181086
H -1.274792 1.876585 4.956486
H 0.506508 0.288585 -3.639414
C -3.491092 -2.138515 0.808386
C -2.613092 -0.127615 3.812786
N 2.429608 1.711385 0.150386
H 0.541608 -4.409215 0.449686
H -2.728592 1.987585 0.002786
H -4.421992 -4.214015 -1.791314
C -0.954292 4.536385 0.945386
B 1.371508 3.979985 -0.013814
H 4.900408 -1.572115 -1.179314
N 1.434608 3.720285 -1.524814
H 0.899008 -0.220015 1.803186
H 3.762908 -3.464215 2.085986
C -2.351492 -1.533715 -2.102714
H -2.776092 -0.100615 4.885886
H -0.396792 -0.675715 5.246686
N -1.033492 0.145085 2.027486
H 3.028308 -4.243115 0.690786
H -3.208592 -3.186415 0.881486
Ni 0.574208 1.029785 -0.654314

Force components x, y, z for each atom (eV/Å):
C 0.2 0.4 0.3
H -0.1 -0.1 0.0
C 0.0 0.5 0.1
N 0.3 -0.5 -0.4
H -0.2 0.1 0.1
H 0.0 0.0 0.0
H 0.1 0.0 0.0
Sb 1.0 -0.7 -0.2
C 0.0 0.0 0.1
N -0.2 0.4 0.5
H 0.1 0.0 0.0
C 0.2 -0.3 0.1
H -0.1 -0.2 0.1
H 0.1 0.3 0.1
C 0.1 0.0 0.0
H 0.2 0.0 0.0
H -0.2 0.1 0.0
H 0.2 0.0 0.1
H 0.0 0.3 0.1
C 0.3 -0.5 0.2
C 0.0 0.1 0.1
H 0.1 0.1 0.0
Ge 0.3 -0.1 -0.2
H -0.1 0.0 0.1
H -0.1 -0.1 0.0
C 0.1 0.1 0.1
H 0.0 0.1 0.0
H 0.0 0.1 0.0
C 0.0 0.2 0.2
H 0.0 0.0 -0.1
H 0.0 0.1 -0.1
N 0.3 0.1 0.0
H 0.1 0.0 0.0
H 0.0 0.1 0.1
H -0.1 -0.3 -0.2
C 0.1 0.0 -0.4
H -0.2 0.1 -0.1
H -0.1 0.0 -0.1
C 0.1 0.4 0.0
H 0.2 -0.1 0.0
H -0.1 0.0 0.0
H 0.0 -0.1 0.0
C 0.1 -0.1 -0.2
N 0.2 0.2 0.5
Se -0.4 0.0 -0.2
H 0.0 0.0 0.0
C 0.0 0.1 0.3
H 0.0 0.0 0.0
H 0.0 -0.2 0.0
H -0.1 0.1 0.1
C 0.0 -0.3 -0.1
C -0.2 -0.2 0.5
C -0.2 0.3 -0.6
H 0.1 -0.1 0.0
H 0.1 0.2 0.1
H 0.1 0.1 -0.1
H -0.1 0.0 0.1
C 0.1 0.2 -0.1
H 0.1 0.1 0.1
N -0.2 -0.9 -0.4
C 0.0 0.0 0.0
H 0.0 0.1 -0.2
H -0.1 0.1 0.0
H -0.1 0.0 0.1
H 0.0 0.2 0.1
C 0.1 0.2 0.0
C -0.2 0.2 -0.2
H 0.0 0.1 0.2
H 0.0 -0.1 0.0
C -0.3 0.1 -0.5
C 0.3 0.0 -0.1
N -0.6 -0.7 -0.2
H 0.0 -0.1 0.1
H 0.0 -0.1 -0.1
H 0.1 -0.1 0.0
C -0.3 0.0 0.0
B -0.3 -0.8 -0.4
H 0.1 -0.1 0.1
N 0.1 0.5 -0.2
H -0.2 0.2 0.0
H 0.0 -0.1 0.0
C -0.3 0.0 0.4
H -0.1 0.1 0.1
H 0.0 0.0 0.2
N -0.1 -0.2 -0.2
H 0.0 -0.1 -0.1
H 0.0 -0.1 0.0
Ni -0.5 0.4 0.6

The spin multiplicity is 3. As for the total charge: +1. For the max |F|, the calculation gives 1.234 eV Å⁻¹. The gap between HOMO and LUMO (spin up / spin down) is 9.007 / 8.313 eV. The energy above the lowest of the compared OMol25 structures with the same formula, charge and spin comes out at 21.1 kcal per mole.